C26H41ClFN3O6 | ωB97M-V with the def2-TZVPD basis set

CARTESIAN COORDINATES (ANGSTROEM)
C: -3.6380 -2.5246 -3.5182
C: -3.4953 -1.0543 -3.1204
O: -2.4223 -0.4543 -3.8163
C: -1.7749 0.5766 -3.0569
C: -0.6606 -0.0829 -2.2511
C: 0.0320 0.7945 -1.1983
Cl: -1.0230 2.0831 -0.5320
C: 1.1179 1.6489 -1.9481
O: 1.0072 2.1415 -3.0460
N: 2.2267 1.7587 -1.1172
C: 1.8074 1.3037 0.2079
F: 2.9534 1.0150 0.9322
C: 0.9313 0.0810 -0.1351
C: 1.8447 -0.9787 -0.7821
C: 1.6446 -2.4301 -0.3394
C: 0.3624 -3.0978 -0.8629
C: 0.0266 -4.3140 -0.0476
O: 0.8332 -5.0733 0.4044
O: -1.3241 -4.4609 0.2022
C: 0.1454 -0.3477 1.1067
C: 1.0154 -0.6569 2.3415
C: 0.9262 0.3210 3.4879
C: 0.0071 1.3446 3.5957
C: -0.0271 2.1690 4.7128
C: 0.8665 1.9717 5.7382
C: 1.8159 0.9647 5.6499
C: 1.8312 0.1580 4.5335
H: -2.6802 -2.9466 -3.8049
H: -3.9740 -3.0755 -2.6397
H: -4.3981 -2.6734 -4.2766
H: -3.3245 -1.0232 -2.0445
H: -4.4309 -0.5456 -3.3602
H: -1.3983 1.3155 -3.7524
H: -2.5252 1.0360 -2.4191
H: 0.0975 -0.3639 -2.9736
H: -1.0733 -0.9984 -1.8379
H: 2.6322 2.6868 -1.1024
H: 1.3098 2.0786 0.7839
H: 1.7702 -0.9722 -1.8658
H: 2.8789 -0.7266 -0.5753
H: 2.4759 -2.9977 -0.7497
H: 1.7007 -2.5691 0.7353
H: 0.5238 -3.4026 -1.8957
H: -0.5092 -2.4551 -0.8305
H: -1.6617 -5.2333 -0.2633
H: -0.6297 0.3723 1.3270
H: -0.3842 -1.2626 0.8468
H: 0.7099 -1.6306 2.7277
H: 2.0491 -0.7882 2.0407
H: -0.7146 1.5263 2.8138
H: -0.7879 2.9310 4.7520
H: 0.8262 2.6099 6.6110
H: 2.5369 0.7801 6.4301
H: 2.5695 -0.6303 4.4589
C: 2.6478 2.6226 -5.5593
N: 3.0833 3.7397 -6.3831
C: 4.0226 4.6995 -5.8325
C: 2.6474 3.9204 -7.6425
O: 2.9813 4.8390 -8.3669
H: 2.1611 2.9881 -4.6580
H: 3.5149 2.0186 -5.2779
H: 1.9478 2.0002 -6.1129
H: 3.5833 5.6977 -5.8341
H: 4.9290 4.7278 -6.4385
H: 4.2755 4.4156 -4.8139
H: 1.9380 3.1408 -7.9697
C: -3.2853 -2.1973 6.9506
N: -3.1577 -1.4132 5.7386
C: -3.4111 -2.0426 4.4538
C: -2.8069 -0.1129 5.7588
O: -2.6828 0.5820 4.7701
H: -2.5902 -3.0391 6.9294
H: -4.3032 -2.5812 7.0454
H: -3.0613 -1.5799 7.8177
H: -2.5206 -1.9842 3.8265
H: -4.2234 -1.5284 3.9389
H: -3.6794 -3.0848 4.6056
H: -2.6286 0.2735 6.7767

Computed properties:
SMILES string   CCOCC[C@]1(Cl)C(=O)N[C@H](F)[C@@]1(CCCC(=O)O)CCc1ccccc1.CN(C)C=O.CN(C)C=O
Net charge   0
Frontier orbital gap   0.33724 Eh

Here are the Löwdin charges for atoms 1 to 6, given in e:
1. C -0.06
2. C -0.28
3. O -0.15
4. C -0.21
5. C -0.13
6. C -0.57